Record 1
5
Properties=species:S:1:pos:R:3:forces:R:3 method="wB97M-V/def2-TZVPD" de_lowest_ev=7.289 gap_ha="0.3782 / 0.3755"
C 0.267 -0.366 -0.337 -3.0 -0.6 5.2
O -0.427 0.283 0.473 3.2 -3.1 -4.1
O -1.253 1.539 1.454 -0.5 1.1 0.6
F 0.943 -0.006 -1.331 1.1 2.5 -2.3
H 0.471 -1.449 -0.260 -0.7 0.1 0.6


Record 2
6
Properties=species:S:1:pos:R:3:forces:R:3 method="wB97M-V/def2-TZVPD" de_lowest_ev=0.315 smiles="O=C=S.FS" gap_ha=0.3525
C 0.547 0.313 1.209 0.8 -0.1 0.8
O -0.415 -0.294 1.205 -1.8 -0.9 0.0
F -0.226 0.712 -1.152 0.2 -0.5 -1.5
S 1.900 1.013 1.406 1.1 0.8 -0.1
S -0.575 -0.772 -1.877 0.9 1.8 -0.2
H -1.232 -0.973 -0.791 -1.2 -1.2 1.1


Record 3
6
Properties=species:S:1:pos:R:3:forces:R:3 method="wB97M-V/def2-TZVPD" de_lowest_ev=1.003 s_squared=2.010 multiplicity=3 gap_ha="0.1730 / 0.2453"
O 0.502 -0.329 0.101 -0.5 0.3 0.1
C -2.263 1.169 -0.144 3.9 -1.1 1.2
O -2.906 1.062 -1.084 -3.0 0.4 -2.1
Na 4.309 -1.917 0.110 8.0 -1.9 -0.3
Hg 2.307 -1.435 0.180 -7.5 1.6 0.3
H -1.949 1.450 0.837 -1.0 0.8 0.9


Record 4
8
Properties=species:S:1:pos:R:3:forces:R:3 method="wB97M-V/def2-TZVPD" de_lowest_ev=0.655 gap_ha="0.2060 / 0.2725"
C -2.102 -0.344 0.970 1.5 -1.6 1.8
O 1.299 1.296 -1.530 0.3 0.4 -0.6
O 1.566 -1.107 -1.750 1.1 0.9 -0.4
S 2.221 0.205 -1.675 -0.7 -0.9 -0.4
I -0.194 -0.627 0.257 -1.7 -0.4 1.1
I -3.149 1.268 0.540 -0.8 1.1 -0.3
I 2.736 0.171 1.241 -0.1 -0.1 0.4
H -2.377 -0.862 1.947 0.4 0.6 -1.6